(1)
The following is a DFT calculation (ωB97M-V with the def2-TZVPD basis set) of C14H28N9O2OsPS2 as an isolated structure.

Last column: Löwdin charge in e.
CARTESIAN COORDINATES (ANGSTROEM)
Os -0.122 0.567 0.376  0.823
C -4.538 -4.756 2.153  -0.051
C -3.158 -4.332 2.589  -0.222
O -3.066 -2.880 2.470  -0.333
P -1.834 -1.931 2.552  0.620
S -0.306 0.867 2.553  0.121
S -1.824 -1.070 0.565  0.244
O -0.638 -2.967 2.634  -0.331
C 0.778 -2.776 2.881  -0.262
C 1.318 -4.012 3.564  -0.047
H -4.590 -5.843 2.128  0.098
H -4.764 -4.362 1.163  0.086
H -5.301 -4.405 2.847  0.091
H -2.380 -4.784 1.974  0.124
H -2.965 -4.611 3.625  0.133
H 0.925 -1.899 3.508  0.100
H 1.272 -2.604 1.918  0.115
H 0.805 -4.168 4.512  0.092
H 2.383 -3.890 3.754  0.095
H 1.175 -4.896 2.945  0.091
N -1.788 6.314 -1.696  0.212
C -2.080 5.162 -0.777  -0.124
C -1.053 4.023 -0.920  -0.240
N -1.354 2.896 -0.033  -0.043
H -2.474 7.062 -1.555  0.189
H -1.835 6.041 -2.680  0.183
H -0.863 6.715 -1.521  0.183
H -3.080 4.794 -1.006  0.144
H -2.077 5.538 0.245  0.145
H -0.053 4.391 -0.680  0.127
H -1.041 3.663 -1.953  0.116
H -2.290 2.542 -0.218  0.092
H -1.338 3.200 0.938  0.062
N -2.258 0.062 -4.391  0.179
N -1.256 0.291 -3.525  -0.251
N -0.163 0.933 -3.877  0.171
C 0.491 1.027 -2.737  -0.170
N -0.209 0.469 -1.736  -0.219
N -1.338 0.002 -2.265  0.061
H -1.961 0.016 -5.356  0.135
H -2.913 -0.644 -4.084  0.132
H 1.463 1.480 -2.645  0.129
N 4.056 1.555 0.560  0.169
C 2.772 1.780 0.839  -0.136
N 1.979 0.884 0.267  -0.120
C 2.821 -0.006 -0.416  -0.248
C 2.547 -1.159 -1.152  -0.044
C 3.616 -1.807 -1.737  -0.044
C 4.932 -1.346 -1.581  -0.035
C 5.219 -0.229 -0.824  0.024
C 4.141 0.428 -0.242  -0.169
H 4.840 2.094 0.898  0.188
H 2.428 2.594 1.456  0.141
H 1.538 -1.542 -1.242  0.095
H 3.443 -2.698 -2.324  0.122
H 5.737 -1.889 -2.056  0.126
H 6.234 0.118 -0.685  0.131

Computed properties:
<S²> = 8.78
frontier orbital gap (alpha / beta) = 8.44 / 5.83 eV
ΔE to the lowest compared entry with this formula, charge and spin = 27.0 kcal/mol
HOMO energy (alpha / beta) = -16.240 / -16.485 eV
total charge = +3
2S+1 = 6

***

(2)
The following is a DFT calculation (ωB97M-V with the def2-TZVPD basis set) of a 3-piece molecular cluster, C5H14O3 overall.

Last column: Löwdin charge in e.
CARTESIAN COORDINATES (ANGSTROEM)
C -1.512 2.010 0.313  -0.084
C -1.215 1.547 1.734  -0.200
C 0.327 -1.950 0.918  -0.173
O 1.639 -1.405 0.761  -0.021
C -0.567 -0.745 0.879  0.123
C -0.661 0.202 1.892  0.075
H -2.315 1.490 -0.207  0.093
H -0.629 2.094 -0.318  0.082
H -1.875 3.040 0.376  0.092
H -2.055 1.765 2.418  0.165
H -0.529 2.267 2.221  0.162
H 0.138 -2.480 -0.006  0.133
H 0.262 -2.501 1.853  0.148
H 2.034 -1.119 1.599  0.131
H -1.129 -0.554 -0.030  0.147
H -0.410 0.117 2.950  0.153
H -0.398 1.930 -2.900  0.024
H 0.555 0.686 -2.675  -0.005
O -0.187 1.040 -3.206  -0.078
H 1.419 -1.652 -2.636  0.070
H 1.572 -1.221 -1.166  0.000
O 1.578 -0.886 -2.074  -0.035

Computed properties:
<S²> = 0.75
frontier orbital gap (alpha / beta) = 8.56 / 4.94 eV
ΔE to the lowest compared entry with this formula, charge and spin = 7.5 kcal/mol
HOMO energy (alpha / beta) = -13.687 / -13.685 eV
total charge = +1
2S+1 = 2

***

Computed values of maximum force (unit: eV/Å) for the preceding records, in sequence: 1.8, 2.5.